The following is a quantum chemistry calculation of a cluster of 12 separate species, C72H48O24 in total at a distorted geometry, from OMol25.

Cartesian coordinates (Å):
O 2.18 -0.21 4.02
O 5.15 -3.14 2.29
O -6.20 -0.69 4.14
O 0.68 -0.32 -4.35
O 0.80 4.58 3.94
O 1.17 -0.73 8.69
O 6.64 -1.65 -0.93
O 2.24 4.48 -1.30
O 3.13 -2.73 -4.77
O -2.59 3.18 -3.70
O -0.95 0.21 4.00
O 1.43 -1.31 -0.74
O 0.74 -4.80 -0.17
O -1.82 2.54 0.86
O -2.21 -2.14 -1.97
O 1.06 -2.56 -9.15
O 1.97 2.98 -6.33
O -3.96 4.00 3.32
O -1.58 -3.15 2.26
O 0.73 -6.12 -3.89
O -2.22 6.31 0.11
O 4.84 1.69 -0.05
O -4.47 1.15 0.77
O -6.97 -2.85 2.40
C -4.97 -3.37 3.50
C -0.32 -1.69 -7.45
C -1.14 5.75 3.36
C 0.68 -0.61 -5.53
C 0.12 1.96 -0.34
C -1.18 0.24 1.03
C 3.11 -4.39 -0.40
C 0.99 -1.87 -8.14
C -1.17 -5.44 -2.58
C -0.51 -0.74 0.42
C -5.67 0.42 4.10
C 3.91 -2.56 -3.82
C 2.15 4.13 -2.46
C 0.60 -3.82 -3.32
C -6.54 1.64 3.85
C -0.06 -1.62 6.87
C 4.38 1.32 1.02
C 1.65 -3.54 1.61
C 4.63 -1.03 -1.98
C 1.71 -4.30 0.26
C -4.51 2.94 3.53
C -3.67 1.72 3.88
C -3.79 3.50 -1.72
C 4.17 -3.40 1.68
C -5.75 -2.89 2.28
C 4.19 -4.08 0.31
C 5.01 0.34 1.90
C -3.05 2.67 -2.70
C -2.79 -3.11 2.26
C 3.38 3.85 -3.24
C -1.41 6.08 0.98
C -4.96 -2.43 1.15
C 0.81 0.96 -0.94
C 2.34 1.52 2.50
C 5.90 -3.17 -2.60
C 0.82 3.92 -3.12
C 0.01 5.74 0.70
C -4.20 0.48 4.10
C -6.00 2.79 3.64
C -0.67 -1.32 5.71
C 2.90 0.37 3.23
C -1.99 -4.45 -2.14
C -3.02 1.21 -2.46
C -0.46 -1.16 -6.22
C 0.38 1.05 5.74
C -3.63 -2.57 1.09
C 0.72 -0.56 7.59
C 0.26 5.22 3.08
C 3.73 -1.40 -2.88
C 3.08 1.95 1.42
C 2.01 3.21 -5.14
C -4.15 1.50 -0.33
C 5.05 -3.50 -3.59
C 0.14 -5.22 -3.29
C 2.14 -1.22 -7.49
C -3.66 -3.46 3.45
C 0.63 -0.47 -0.48
C -1.85 6.19 2.41
C 3.31 3.37 -4.47
C -3.52 0.63 -1.36
C -1.02 1.67 0.57
C -0.13 -2.77 -2.94
C -0.41 -0.01 5.10
C -4.25 2.94 -0.64
C 5.82 -1.88 -1.78
C -1.47 -3.05 -2.37
C 4.32 -0.10 2.95
C 0.80 5.40 1.73
C 0.92 0.79 6.91
C 2.76 -3.06 2.16
C 1.98 -0.52 -6.34
C 0.76 3.41 -4.35
H 4.47 -0.19 -1.32
H 1.55 1.26 -1.65
H -3.01 -2.25 0.27
H -3.58 -0.31 4.39
H -7.65 1.52 3.98
H -1.46 5.70 4.41
H 6.64 -3.95 -2.24
H 0.18 -1.71 -3.01
H -0.24 3.24 -4.78
H 5.20 -4.19 -0.08
H 2.85 -0.09 -5.84
H 1.60 1.39 7.44
H 1.45 2.04 2.88
H -3.05 -3.68 4.38
H -1.98 0.07 1.77
H -5.52 -3.62 4.38
H 2.78 -0.91 -2.99
H -0.70 -1.80 0.69
H 1.76 4.95 1.60
H -5.54 -1.91 0.41
H -6.64 3.69 3.46
H -1.19 -2.19 -7.87
H 0.29 3.02 -0.52
H -2.81 6.62 2.47
H 4.20 3.28 -5.06
H 6.02 0.02 1.56
H 4.99 -4.38 -4.22
H 4.23 4.19 -2.67
H -3.34 -0.42 -1.16
H 2.65 -2.49 3.07
H 0.65 -3.36 2.00
H -0.08 4.08 -2.53
H 4.74 -0.82 3.60
H 3.12 -1.39 -7.94
H 0.28 5.69 -0.31
H -0.25 -2.58 7.34
H -1.48 -1.11 -5.81
H -2.58 1.88 4.07
H -4.66 3.51 0.19
H -2.41 0.61 -3.11
H 3.09 -4.77 -1.41
H -3.78 4.58 -1.97
H -1.35 -1.99 5.28
H 2.69 2.76 0.74
H 1.65 -3.64 -3.58
H 0.53 1.88 5.13
H -2.97 -4.59 -1.69
H -1.43 -6.47 -2.60

The calculation puts the HOMO energy at -10.0 eV. As for the electronic energy: -124566.9008 eV. For the energy above the lowest of the compared OMol25 structures with the same formula, charge and spin, the calculation gives 0.0 kcal per mole. The HOMO-LUMO gap comes out at 8.07 eV. Its SMILES is O=C1C=CC(=O)C=C1.O=C1C=CC(=O)C=C1.O=C1C=CC(=O)C=C1.O=C1C=CC(=O)C=C1.O=C1C=CC(=O)C=C1.O=C1C=CC(=O)C=C1.O=C1C=CC(=O)C=C1.O=C1C=CC(=O)C=C1.O=C1C=CC(=O)C=C1.O=C1C=CC(=O)C=C1.O=C1C=CC(=O)C=C1.O=C1C=CC(=O)C=C1. The LUMO energy comes out at -1.92 eV.